A 3-piece molecular cluster, C6H16BrO2 overall at a distorted geometry. Source: OMol25; level of theory: ωB97M-V/def2-TZVPD.

```
! wB97M-V def2-TZVPD RIJCOSX def2/J DEFGRID3
* xyz -1 1
Br 2.53 0.21 -1.60
C 1.80 1.93 2.69
C 1.80 0.37 2.62
C 0.42 -0.29 2.50
O 2.65 -0.12 1.65
H 1.42 2.46 1.82
H 2.85 2.24 2.68
H 1.32 2.37 3.57
H 2.14 0.09 3.62
H -0.16 0.05 3.36
H 0.41 -1.37 2.60
H -0.11 0.06 1.62
H 2.43 0.08 0.73
C -2.87 -0.45 -2.92
C -1.62 -0.25 -2.07
C -0.83 -1.61 -1.91
O -0.79 0.70 -2.60
H -2.68 -1.11 -3.78
H -3.31 0.38 -3.47
H -3.75 -0.77 -2.35
H -1.89 0.22 -1.12
H -1.44 -2.52 -1.88
H -0.27 -1.66 -0.98
H -0.05 -1.66 -2.67
H 0.02 0.64 -2.09
*
```

Summary:
E_tot in eV: -80621.1423
Relative energy (zero: lowest compared OMol25 entry of this formula, charge and spin) in kJ/mol: 32.9
Gap between HOMO and LUMO in eV: 7.90


A 5-piece molecular cluster, C6H16Cl2N4O8 overall at a distorted geometry. Source: OMol25; level of theory: ωB97M-V/def2-TZVPD.

```
! wB97M-V def2-TZVPD RIJCOSX def2/J DEFGRID3
* xyz 0 1
C -17.45 21.26 11.12
N -18.91 21.16 11.08
O -19.53 21.94 11.76
O -19.40 20.29 10.40
H -17.16 22.03 11.82
H -17.13 21.64 10.14
H -16.96 20.31 11.29
C -11.58 19.81 19.66
N -11.57 18.94 20.88
O -12.09 19.39 21.87
O -11.05 17.85 20.81
H -10.77 19.58 18.98
H -11.28 20.79 20.05
H -12.61 19.81 19.31
C -15.00 15.78 13.79
N -16.39 16.19 13.40
O -17.20 15.29 13.32
O -16.58 17.32 13.07
H -14.82 14.75 13.50
H -14.91 15.89 14.87
H -14.31 16.46 13.30
C -19.88 17.20 14.33
N -18.95 18.02 15.16
O -19.16 19.21 15.23
O -17.97 17.45 15.62
H -20.90 17.52 14.50
H -19.75 16.17 14.64
H -19.54 17.35 13.31
Cl -14.09 19.51 13.67
C -15.50 19.90 14.68
C -15.46 19.08 15.96
Cl -14.26 19.66 17.10
H -16.40 19.69 14.11
H -15.48 20.97 14.90
H -15.40 18.01 15.77
H -16.44 19.15 16.42
*
```

Summary:
E_tot in eV: -53855.5462
Structure (SMILES): C[N+](=O)[O-].C[N+](=O)[O-].C[N+](=O)[O-].C[N+](=O)[O-].ClCCCl
Gap between HOMO and LUMO in eV: 10.78


A 3-piece molecular cluster, C6H16IO2 overall. Source: OMol25; level of theory: ωB97M-V/def2-TZVPD.

```
! wB97M-V def2-TZVPD RIJCOSX def2/J DEFGRID3
* xyz -1 1
I -0.63 1.79 -2.40
C -0.76 -2.07 -0.33
C -0.42 -2.25 -1.80
C -0.24 -3.71 -2.16
O -1.44 -1.74 -2.64
H -1.66 -2.64 -0.07
H -0.98 -1.02 -0.11
H 0.06 -2.43 0.30
H 0.52 -1.71 -2.00
H 0.34 -3.82 -3.08
H -1.22 -4.15 -2.34
H 0.27 -4.27 -1.37
H -1.48 -0.78 -2.48
C 1.21 1.23 1.70
C 0.40 2.47 1.37
C 0.14 3.36 2.56
O 1.08 3.27 0.41
H 1.22 0.56 0.84
H 0.74 0.66 2.52
H 2.22 1.48 2.01
H -0.56 2.17 0.93
H -0.46 4.22 2.25
H 1.07 3.72 3.00
H -0.44 2.85 3.34
H 1.03 2.80 -0.44
*
```

Summary:
E_tot in eV: -18680.2929
Relative energy (zero: lowest compared OMol25 entry of this formula, charge and spin) in kJ/mol: 5.4
Gap between HOMO and LUMO in eV: 7.65


An isolated ion of composition C6H16N and charge +1. Source: OMol25; level of theory: ωB97M-V/def2-TZVPD.

```
! wB97M-V def2-TZVPD RIJCOSX def2/J DEFGRID3
* xyz 1 1
C 2.24 -1.20 -1.46
C 2.30 0.13 -0.73
C 0.97 0.58 -0.14
C 0.18 -0.55 0.56
C -0.90 -0.03 1.50
C -1.88 0.92 0.84
N -2.59 0.20 -0.28
H 1.47 -1.19 -2.23
H 3.20 -1.37 -1.96
H 2.10 -2.05 -0.79
H 2.66 0.88 -1.42
H 3.04 0.09 0.08
H 1.10 1.38 0.60
H 0.35 1.01 -0.93
H -0.27 -1.17 -0.23
H 0.83 -1.23 1.10
H -1.46 -0.87 1.90
H -0.44 0.47 2.35
H -1.49 1.86 0.45
H -2.64 1.21 1.57
H -3.52 0.60 -0.46
H -2.06 0.31 -1.16
H -2.65 -0.79 -0.08
*
```

Summary:
E_tot in eV: -7965.2318
Relative energy (zero: lowest compared OMol25 entry of this formula, charge and spin) in kJ/mol: 19.3
Structure (SMILES): CCCCCC[NH3+]
Gap between HOMO and LUMO in eV: 10.82


A 2-piece molecular cluster, C6H16N overall at a distorted geometry. Source: OMol25; level of theory: ωB97M-V/def2-TZVPD.

```
! wB97M-V def2-TZVPD RIJCOSX def2/J DEFGRID3
* xyz 1 1
C 0.66 -1.87 -0.67
C 1.33 -0.85 -1.22
C 0.88 0.14 -2.24
C 1.24 -2.74 0.40
H -0.33 -2.11 -1.07
H 2.37 -0.75 -0.90
H 0.88 1.16 -1.84
H 1.55 0.11 -3.10
H -0.13 -0.03 -2.63
H 2.31 -2.60 0.50
H 1.07 -3.79 0.14
H 0.77 -2.57 1.37
C -1.91 2.44 1.30
C -1.45 1.21 0.55
N -0.18 0.67 1.12
H -2.72 2.91 0.75
H -2.29 2.18 2.29
H -1.12 3.18 1.42
H -2.17 0.40 0.63
H -1.28 1.38 -0.51
H 0.61 1.31 0.97
H 0.16 -0.21 0.64
H -0.25 0.45 2.12
*
```

Summary:
E_tot in eV: -7964.8033
Relative energy (zero: lowest compared OMol25 entry of this formula, charge and spin) in kJ/mol: 60.7
Gap between HOMO and LUMO in eV: 10.05


One molecule with the formula C6H16N2 at a distorted geometry. Source: OMol25; level of theory: ωB97M-V/def2-TZVPD.

```
! wB97M-V def2-TZVPD RIJCOSX def2/J DEFGRID3
* xyz 0 1
C 0.13 -3.19 -0.69
C -0.69 -2.13 0.01
N -0.35 -0.80 -0.20
C -0.16 -0.40 -1.58
C 0.33 -0.14 0.81
C -0.35 1.21 1.21
N 0.61 2.34 1.33
C 0.43 3.27 0.20
H -0.21 -4.20 -0.45
H -0.12 -3.22 -1.93
H 1.20 -3.04 -0.69
H -1.76 -2.30 -0.35
H -0.60 -2.45 1.14
H 1.04 -0.33 -1.85
H -0.57 -0.94 -2.42
H -0.48 0.71 -1.91
H 1.46 0.17 0.74
H 0.47 -0.63 1.79
H -1.21 1.43 0.51
H -1.02 1.18 2.17
H 0.46 2.86 2.20
H 0.07 2.73 -0.57
H 1.47 3.61 0.15
H -0.17 4.26 0.37
*
```

Summary:
E_tot in eV: -9458.2313
Relative energy (zero: lowest compared OMol25 entry of this formula, charge and spin) in kJ/mol: 370.8
Structure (SMILES): CCN(C)CCNC
Gap between HOMO and LUMO in eV: 9.09


One molecule with the formula C6H16N2 at a distorted geometry. Source: OMol25; level of theory: ωB97M-V/def2-TZVPD.

```
! wB97M-V def2-TZVPD RIJCOSX def2/J DEFGRID3
* xyz 0 1
C -0.02 1.77 -0.76
C 0.69 0.47 -0.36
C 1.41 -0.11 -1.58
C 1.73 0.79 0.71
C -0.63 -0.85 -0.04
N -1.86 -0.60 -0.68
C -0.57 -0.69 1.42
N -1.75 -1.75 2.04
H 0.69 2.53 -1.10
H -0.57 2.20 0.09
H -0.72 1.61 -1.59
H 2.16 0.59 -1.97
H 0.72 -0.32 -2.40
H 1.94 -1.03 -1.33
H 2.50 1.48 0.33
H 2.25 -0.11 1.05
H 1.29 1.29 1.58
H -0.20 -1.79 -0.38
H -2.37 0.21 -0.34
H -1.86 -0.70 -1.68
H 0.32 -1.11 1.87
H -0.89 0.27 1.82
H -1.60 -2.67 1.60
H -2.67 -1.48 1.70
*
```

Summary:
E_tot in eV: -9460.1467
Relative energy (zero: lowest compared OMol25 entry of this formula, charge and spin) in kJ/mol: 186.0
Structure (SMILES): CC(C)(C)[C@H](N)CN
Gap between HOMO and LUMO in eV: 8.89


A 3-piece molecular cluster, C6H16N2 overall at a distorted geometry. Source: OMol25; level of theory: ωB97M-V/def2-TZVPD.

```
! wB97M-V def2-TZVPD RIJCOSX def2/J DEFGRID3
* xyz 0 1
C 1.75 0.23 -0.08
C 0.99 1.43 0.39
C 1.23 -0.49 -1.26
N 3.12 0.37 -0.02
N 1.09 -1.23 1.12
H 3.49 0.78 0.82
H 3.67 -0.41 -0.35
H 0.68 -1.02 2.02
H 1.79 -1.95 1.28
H 1.35 1.77 1.37
H -0.07 1.20 0.46
H 1.12 2.25 -0.32
H 0.33 -0.03 -1.68
H 1.98 -0.71 -2.01
H 0.88 -1.42 -0.64
C -2.47 -1.13 0.30
C -2.51 0.03 -0.64
C -2.87 1.26 -0.32
H -2.26 -0.20 -1.68
H -1.44 -1.50 0.40
H -3.08 -1.96 -0.08
H -2.83 -0.86 1.29
H -2.86 2.07 -1.05
H -3.11 1.53 0.70
*
```

Summary:
E_tot in eV: -9459.0996
Relative energy (zero: lowest compared OMol25 entry of this formula, charge and spin) in kJ/mol: 287.0
Gap between HOMO and LUMO in eV: 9.04


One molecule with the formula C6H16N2 at a distorted geometry. Source: OMol25; level of theory: ωB97M-V/def2-TZVPD.

```
! wB97M-V def2-TZVPD RIJCOSX def2/J DEFGRID3
* xyz 0 1
C 2.37 1.82 0.54
C 1.09 1.72 -0.26
N 0.96 0.98 -1.55
C -0.07 -0.04 -1.56
C 0.22 -1.46 -0.96
N -0.72 -2.00 0.11
C -1.01 -1.11 1.24
C -2.45 -0.59 1.37
H 3.23 2.01 -0.08
H 2.11 2.48 1.37
H 2.64 0.83 0.95
H 0.75 2.73 -0.60
H 0.37 1.28 0.42
H 1.84 0.72 -1.97
H -0.53 -0.26 -2.53
H -0.96 0.34 -1.04
H -0.01 -2.23 -1.71
H 1.24 -1.58 -0.60
H -1.61 -2.23 -0.32
H -0.32 -0.29 1.14
H -0.70 -1.75 2.09
H -2.49 0.12 2.20
H -2.68 -0.19 0.37
H -3.28 -1.29 1.38
*
```

Summary:
E_tot in eV: -9459.9065
Relative energy (zero: lowest compared OMol25 entry of this formula, charge and spin) in kJ/mol: 209.2
Structure (SMILES): CCNCCNCC
Gap between HOMO and LUMO in eV: 9.26


One molecule with the formula C6H16N2 at a distorted geometry. Source: OMol25; level of theory: ωB97M-V/def2-TZVPD.

```
! wB97M-V def2-TZVPD RIJCOSX def2/J DEFGRID3
* xyz 0 1
C -2.37 -0.77 -2.86
N -0.99 -0.41 -2.66
C -0.47 0.18 -1.36
C 0.45 -0.68 -0.53
C 0.13 -0.44 0.99
C 0.70 0.82 1.59
C 2.21 0.82 1.71
N 0.20 0.84 2.95
H -2.50 -1.60 -3.52
H -2.80 -1.10 -1.89
H -2.98 0.04 -3.27
H -0.17 -1.04 -3.09
H -1.28 0.58 -0.84
H 0.23 1.01 -1.69
H 1.55 -0.50 -0.60
H 0.30 -1.79 -0.77
H 0.49 -1.37 1.58
H -0.95 -0.59 1.31
H 0.45 1.71 1.03
H 2.73 0.29 0.75
H 2.47 0.29 2.62
H 2.82 1.67 1.83
H 0.66 1.20 3.70
H -0.86 0.84 3.02
*
```

Summary:
E_tot in eV: -9459.4896
Relative energy (zero: lowest compared OMol25 entry of this formula, charge and spin) in kJ/mol: 249.4
Structure (SMILES): CNCCC[C@H](C)N
Gap between HOMO and LUMO in eV: 9.16


no.,HOMO energy (eV),molar mass (g/mol)
1,-4.390,200.096
2,-10.902,343.120
3,-4.150,247.096
4,-14.538,102.201
5,-13.328,102.201
6,-8.059,116.208
7,-8.117,116.208
8,-8.026,116.208
9,-8.144,116.208
10,-8.030,116.208